[1]
{
  "formula": "C12H11ClO",
  "method": "wB97M-V/def2-TZVPD",
  "total_charge": 0,
  "total_energy_ha": -999.20474,
  "smiles": "ClC1(Oc2ccccc2)C=CCC=C1",
  "relative_energy_kj_mol": 126.5,
  "fmax_ev_per_a": 3.80,
  "e_homo_ev": -8.529,
  "symbols": ["Cl", "C", "O", "C", "C", "C", "C", "C", "C", "C", "C", "C", "C", "C", "H", "H", "H", "H", "H", "H", "H", "H", "H", "H", "H"],
  "coordinates": [[0.37972, -2.22655, -0.07059], [1.01297, -0.47431, -0.20456], [-0.08851, 0.37357, -0.72297], [-1.40987, 0.25768, -0.25854], [-2.27913, 0.87402, -1.18858], [-3.64596, 0.64608, -1.00214], [-4.04197, -0.11990, 0.08820], [-3.24247, -0.68788, 1.02720], [-1.85043, -0.52689, 0.83511], [2.03701, -0.46752, -1.27781], [3.27869, -0.01715, -1.01890], [3.75701, 0.40195, 0.34110], [2.70808, 0.30365, 1.36723], [1.42012, -0.00149, 1.10404], [-1.77232, 1.31198, -2.00343], [-4.46378, 1.31729, -1.53715], [-5.09297, 0.04258, 0.38561], [-3.62687, -1.29594, 1.79188], [-1.09021, -0.90502, 1.47027], [1.70661, -0.86420, -2.19811], [4.07636, -0.20584, -1.78863], [4.66837, -0.26290, 0.56508], [3.93964, 1.41631, 0.31741], [3.00482, 0.96831, 2.17586], [0.61509, 0.14219, 1.80242]],
  "forces_ev_per_angstrom": [[0.56, 0.21, -0.29], [-2.12, 0.15, -1.41], [0.64, -1.10, 1.33], [-0.06, -0.65, -0.87], [-0.61, -1.86, 1.68], [-0.45, 2.41, -0.57], [-2.87, 1.58, 0.24], [2.91, 0.26, -1.30], [-0.41, 1.35, -1.04], [1.35, 0.85, 1.54], [0.14, -1.63, -1.14], [0.05, -3.66, -1.05], [-1.47, 1.21, -0.03], [1.75, 0.34, 1.04], [-0.04, 0.83, -0.87], [1.89, -1.87, 0.83], [0.27, -0.82, -0.50], [-0.42, -0.42, 1.07], [-0.01, -0.54, 0.63], [-0.09, -0.26, -0.96], [-0.94, 0.64, 0.63], [-1.02, 1.39, -0.05], [1.40, 2.24, -0.09], [-0.57, -0.81, 0.84], [0.10, 0.14, 0.36]],
  "mulliken_charge": [-0.173, 1.385, -0.337, 0.846, -0.457, -0.362, -0.314, -0.981, -0.164, -0.928, -0.591, -0.210, -0.956, -0.376, 0.443, 0.222, 0.246, 0.437, 0.290, 0.430, 0.313, 0.284, 0.307, 0.280, 0.368]
}

[2]
{
  "formula": "C12H11I",
  "method": "wB97M-V/def2-TZVPD",
  "total_charge": 0,
  "total_energy_ha": -761.43439,
  "relative_energy_kj_mol": 230.2,
  "fmax_ev_per_a": 5.30,
  "e_homo_ev": -8.299,
  "symbols": ["C", "C", "C", "C", "C", "C", "C", "C", "C", "C", "C", "C", "I", "H", "H", "H", "H", "H", "H", "H", "H", "H", "H", "H"],
  "coordinates": [[-1.86559, -3.12673, 0.34620], [-1.99461, -1.97248, 1.07717], [-0.84926, -3.20492, -0.54825], [-0.99830, -1.02413, 1.00776], [0.05726, -2.15107, -0.73472], [0.02900, -1.07913, 0.12018], [1.29631, 3.01832, 0.12755], [0.98018, 2.16486, 1.26298], [1.32741, 2.47053, -1.04882], [1.00064, 0.82687, 1.32184], [0.91581, 1.16206, -1.41718], [1.03721, -0.02261, 0.10840], [3.26640, -0.51165, -0.02003], [-2.53466, -3.99855, 0.48143], [-2.81683, -1.69927, 1.75122], [-0.63340, -4.16760, -1.06691], [-0.99487, -0.36577, 1.88345], [0.73308, -2.28185, -1.60199], [1.68585, 4.01830, 0.36599], [0.99295, 2.85219, 2.17800], [1.50170, 3.12987, -2.02369], [0.67439, 0.20836, 2.11032], [-0.10002, 1.06165, -1.69221], [1.54900, 0.81331, -2.26108]],
  "forces_ev_per_angstrom": [[-1.67, -1.08, 0.58], [-0.61, 0.62, 0.58], [1.89, -0.85, -1.33], [-0.98, 0.34, 2.28], [-0.27, -1.75, -1.47], [1.22, -0.21, -1.04], [0.81, -0.01, 1.56], [0.95, 1.59, 2.56], [0.18, 3.16, -4.26], [-0.98, 0.81, -1.67], [0.98, -4.31, 2.01], [1.70, 3.75, -3.00], [-0.98, -0.39, 0.03], [0.32, 0.76, -0.08], [0.27, -0.82, -0.18], [-0.46, 0.97, 0.16], [-0.22, 0.36, -0.95], [0.02, 0.44, 0.97], [-0.55, -0.40, -0.43], [-0.53, -1.73, -0.71], [0.04, -1.14, 2.21], [0.53, 0.17, 1.69], [-1.26, 0.07, -0.29], [-0.40, -0.36, 0.79]],
  "mulliken_charge": [-0.352, -0.760, -0.528, -0.271, -0.290, 0.656, -0.250, -0.371, -0.108, -0.809, -0.744, -0.004, 0.043, 0.336, 0.362, 0.308, 0.201, 0.334, 0.336, 0.225, 0.184, 0.771, 0.399, 0.334]
}

[3]
{
  "formula": "C12H11N5O4",
  "method": "wB97M-V/def2-TZVPD",
  "total_charge": 0,
  "total_energy_ha": -1038.29499,
  "fmax_ev_per_a": 4.58,
  "e_homo_ev": -7.912,
  "symbols": ["C", "C", "N", "C", "C", "C", "H", "H", "H", "H", "H", "H", "H", "H", "H", "N", "C", "C", "C", "C", "N", "O", "O", "C", "C", "N", "O", "O", "N", "C", "H", "H"],
  "coordinates": [[1.11212, -1.63188, 0.16879], [-0.35692, -1.58212, 0.11690], [-1.02300, -0.49589, 0.11178], [-2.53392, -0.64530, 0.01112], [-2.65766, -2.17715, -0.00841], [-1.21594, -2.75366, 0.07035], [1.29588, -2.69395, 0.11742], [1.61858, -1.14126, -0.66212], [1.51371, -1.26773, 1.11470], [-3.06011, -0.20325, 0.87716], [-2.94561, -0.18706, -0.90794], [-3.24712, -2.53661, 0.85103], [-3.14084, -2.52903, -0.93578], [-0.92233, -3.33463, -0.80738], [-1.02147, -3.32261, 0.98183], [4.40763, 3.72493, -0.07792], [3.41538, 3.12696, -0.13680], [2.22652, 2.27426, -0.19535], [1.66885, 1.72241, -1.37199], [0.55562, 0.84387, -1.30345], [-0.26056, 0.93771, -2.47324], [0.24919, 1.33979, -3.54247], [-1.48503, 0.67169, -2.37960], [-0.37593, 0.69631, -0.06717], [0.54548, 0.99447, 1.08336], [0.29608, 0.78257, 2.41777], [-0.56154, 0.19772, 3.07394], [1.31592, 1.53695, 3.13394], [2.14079, 2.25490, 2.25895], [1.65235, 1.87663, 1.03394], [1.98904, 2.11312, -2.34530], [-1.19514, 1.40784, -0.20805]],
  "forces_ev_per_angstrom": [[0.16, -1.28, 0.05], [-0.01, 0.47, 0.19], [-2.16, -2.40, -0.84], [0.15, -0.48, 0.07], [-0.35, -0.81, 0.02], [-0.71, -0.20, 0.15], [0.68, -0.38, 0.01], [-0.24, 0.16, 0.08], [-0.11, 0.11, -0.06], [0.76, -0.06, -0.24], [0.81, -0.08, 0.52], [0.19, 0.15, -0.46], [0.13, 0.22, 0.49], [-0.09, -0.22, 0.16], [-0.09, -0.34, -0.15], [-1.10, -0.47, -0.06], [0.03, -0.35, -0.41], [0.68, 0.10, -1.98], [0.44, 1.18, 2.19], [-1.59, 0.79, -1.09], [0.33, 0.51, -1.25], [-0.88, -0.80, 1.20], [1.12, -0.08, -0.02], [2.47, 3.84, -0.39], [-0.68, 0.80, 3.04], [1.03, 1.64, -1.42], [0.66, 0.11, -0.67], [-0.68, -0.43, -0.11], [-2.47, -2.37, -2.29], [1.36, 0.74, 2.41], [-0.09, -0.62, 0.43], [0.24, 0.57, 0.42]],
  "mulliken_charge": [-1.397, 1.109, 0.393, -0.546, -0.533, -0.758, 0.530, 0.264, 0.282, 0.311, 0.251, 0.332, 0.353, 0.405, 0.352, -0.531, -0.191, 0.050, -0.708, -0.539, 0.948, -0.716, -0.649, 0.108, -0.573, 0.846, -0.749, -0.241, -0.631, 0.782, 0.543, 0.904]
}